# C21H22N2O5S

The molecule C21H22N2O5S at a distorted geometry (wB97M-V/def2-TZVPD, the Open Molecules 2025 dataset).

XYZ file:
```
51
Properties=species:S:1:pos:R:3:forces:R:3
C 1.079 0.515 5.275 0.117 -0.136 0.099
H 0.600 -0.469 5.262 0.022 0.027 -0.014
O 0.311 1.472 4.587 -0.195 0.190 -0.224
C 0.055 1.272 3.264 -0.031 0.017 -0.134
C 0.520 0.201 2.511 0.074 0.085 0.352
C 0.197 0.099 1.168 -0.256 0.096 0.051
C -0.579 1.067 0.543 0.317 -0.200 0.802
C -1.049 2.138 1.303 0.043 -0.127 -0.136
C -0.742 2.234 2.641 0.086 -0.108 0.181
H -1.108 3.057 3.234 -0.053 0.108 0.060
H -1.661 2.898 0.845 -0.074 0.121 -0.061
N -0.837 1.006 -0.837 0.747 -0.296 -0.851
S 0.224 0.170 -1.827 0.101 0.507 0.000
O 0.173 -1.251 -1.573 0.290 0.047 0.182
O -0.063 0.588 -3.166 -0.025 0.182 -0.108
C 1.799 0.825 -1.306 -0.453 -0.267 -0.100
C 2.838 -0.024 -0.984 -0.120 -0.170 -0.055
C 4.053 0.512 -0.592 -0.053 0.090 -0.061
C 4.231 1.888 -0.521 -0.059 -0.085 0.002
C 3.168 2.724 -0.858 -0.095 -0.123 -0.047
C 1.954 2.197 -1.254 0.046 0.168 -0.051
H 1.124 2.831 -1.523 -0.082 0.165 0.007
H 3.299 3.795 -0.809 -0.010 0.121 0.005
C 5.542 2.478 -0.104 0.006 0.023 -0.019
H 6.220 1.710 0.258 0.079 -0.012 0.038
H 5.395 3.218 0.680 0.051 0.048 0.065
H 6.010 2.980 -0.950 0.086 0.040 -0.019
H 4.871 -0.147 -0.339 0.076 -0.062 0.029
H 2.683 -1.090 -1.045 0.032 -0.145 0.049
C -2.174 1.212 -1.343 -0.436 0.013 -0.300
C -3.178 0.152 -0.873 0.289 0.220 0.098
O -4.332 0.434 -0.626 -0.307 0.231 -0.063
N -2.661 -1.083 -0.755 0.130 -0.352 -0.001
H -1.707 -1.274 -1.037 -0.124 0.023 0.064
C -3.486 -2.232 -0.430 -0.175 0.095 -0.236
C -3.364 -3.280 -1.484 0.440 -0.541 0.675
C -2.735 -4.491 -1.486 -0.315 0.598 0.165
C -2.914 -5.028 -2.784 -0.282 0.252 -0.459
C -3.630 -4.100 -3.473 0.378 -0.842 -0.167
O -3.907 -3.042 -2.696 -0.236 0.519 0.097
H -3.992 -4.077 -4.482 -0.090 0.101 -0.112
H -2.556 -5.969 -3.148 0.039 -0.174 -0.156
H -2.215 -4.943 -0.667 0.106 -0.025 0.235
H -3.178 -2.653 0.533 -0.131 -0.028 -0.126
H -4.514 -1.864 -0.358 0.144 -0.120 0.096
H -2.556 2.197 -1.064 0.050 -0.164 -0.029
H -2.100 1.166 -2.433 -0.215 0.119 0.090
H 0.540 -0.755 0.608 0.024 -0.097 0.069
H 1.126 -0.572 2.955 0.059 -0.055 0.075
H 1.141 0.871 6.302 0.029 -0.072 -0.063
H 2.088 0.434 4.858 -0.040 -0.008 0.005
```
Positions in Å, forces in eV/Å.

For the total energy, the calculation gives -1697.3081 hartree. The frontier orbital gap is 8.64 eV. The structure (SMILES) is COc1ccc(N(CC(=O)NCc2ccco2)S(=O)(=O)c2ccc(C)cc2)cc1. As for the energy above the lowest of the compared OMol25 structures with the same formula, charge and spin: 2.235 eV. As for the HOMO energy: -8.26 eV. The total charge is 0. The spin multiplicity is 1.

Results of the natural (NBO) charge analysis, in e, for atoms 1 through 6:
1 C -0.2519
2 H 0.1767
3 O -0.4905
4 C 0.2902
5 C -0.2852
6 C -0.2465